Entry from the OMol25 dataset: the ion C5H10IN2S with charge +1 (the ωB97M-V functional and the def2-TZVPD basis).

Energy above the lowest of the compared OMol25 structures with the same formula, charge and spin   0.0 kcal per mole
Highest occupied orbital energy   -0.477 Eh
Largest force on an atom   3.893 eV/A
Energy   -1001.66401 a.u.
Net charge   +1
Frontier orbital gap   8.5243 eV

```
19
C5H10IN2S | the OMol25 dataset | the ωB97M-V functional and the def2-TZVPD basis
C -1.04306 -0.21842 0.06704
C 1.02476 -1.11698 0.20759
C 0.02104 -2.20950 -0.21611
C 1.00445 2.18828 -0.55941
C 0.74708 1.36659 0.69902
N 0.18356 0.07505 0.37776
N -1.23397 -1.46224 -0.29201
S -2.59333 1.16995 0.19475
I -4.45797 -0.25226 0.16207
H 1.52127 -1.34847 1.15250
H 1.78786 -0.92864 -0.55022
H 0.25775 -2.65367 -1.18342
H -0.06627 -3.00728 0.52440
H 1.55669 3.08195 -0.30066
H 1.59178 1.62320 -1.27388
H 0.07069 2.47835 -1.03003
H 1.68283 1.18946 1.23141
H 0.05795 1.89374 1.36009
H -2.11313 -1.86910 -0.57088
```

Entry from the OMol25 dataset: a structure of composition C29H27AsBF6N6S2W (the ωB97M-V functional and the def2-TZVPD basis).

Energy above the lowest of the compared OMol25 structures with the same formula, charge and spin   7.3 kcal per mole
Highest occupied orbital energy (alpha / beta)   -0.267 / -0.271 Eh
Largest force on an atom   1.033 eV/A
Energy   -5173.35485 a.u.
Spin multiplicity   2
Net charge   0
⟨S²⟩   0.76
Frontier orbital gap (alpha / beta)   6.7691 / 6.1404 eV

```
73
C29H27AsBF6N6S2W | the OMol25 dataset | the ωB97M-V functional and the def2-TZVPD basis
W -0.19703 0.07247 0.21488
C -4.49863 0.38737 -1.18941
C -4.38926 0.65213 -2.54591
C -3.13339 0.79647 -3.08987
C -2.00370 0.67086 -2.28530
N -2.11355 0.34703 -0.97991
C -3.34713 0.24154 -0.45313
C -0.64119 0.92099 -2.74864
C -0.36812 1.33805 -4.05004
C 0.93757 1.56321 -4.44259
C 1.95884 1.37578 -3.52155
C 1.67410 0.96511 -2.22840
C 0.37229 0.71512 -1.80569
H -5.45569 0.28905 -0.69871
H -5.27061 0.76233 -3.16416
H -3.01568 1.02837 -4.13670
H -3.40200 0.03044 0.60121
H -1.16717 1.49832 -4.76163
H 1.15540 1.89411 -5.44957
H 2.98774 1.55804 -3.80636
H 2.49211 0.84347 -1.54139
S 0.68205 -0.10125 2.56077
C 0.20047 -1.66762 3.17371
C 0.87371 -2.26093 4.24131
C 0.43998 -3.47225 4.75270
C -0.66501 -4.11248 4.19998
C -1.32982 -3.53708 3.12922
C -0.89815 -2.31509 2.62004
S -1.73154 -1.57595 1.26005
H 1.74115 -1.76659 4.66025
H 0.97276 -3.92507 5.57897
H -1.00226 -5.06127 4.59644
H -2.18162 -4.03131 2.67752
B -0.94907 3.38877 -0.14939
N 0.52776 3.13121 0.26307
C 1.50783 4.00957 0.46848
C 2.64843 3.33088 0.86717
C 2.26868 1.99802 0.89908
N 0.98466 1.88835 0.52982
N -1.77023 2.72576 0.99097
C -2.60241 3.30733 1.85243
C -2.92676 2.39755 2.84678
C -2.20777 1.25824 2.52151
N -1.51907 1.45775 1.39032
H -1.16038 4.57255 -0.15473
H -1.18585 2.86490 -1.19823
H 1.32216 5.05962 0.31800
H 3.60943 3.74229 1.11873
H 2.83331 1.12720 1.18050
H -2.89458 4.33313 1.70228
H -3.56624 2.54613 3.69867
H -2.14403 0.31876 3.03893
C 1.26613 -5.59505 -3.01356
C 0.75156 -4.35703 -2.34382
C 0.32567 -3.25836 -3.07874
C -0.09265 -2.11538 -2.43592
N -0.14038 -1.97998 -1.10048
C 0.26644 -3.04684 -0.39778
C 0.69636 -4.22806 -0.96862
H 2.09526 -5.34865 -3.67801
H 0.48657 -6.05868 -3.62076
H 1.61322 -6.32532 -2.28516
H 0.32428 -3.27605 -4.16109
H -0.43322 -1.28324 -3.02651
H 0.25121 -2.96235 0.67455
H 1.01923 -5.02807 -0.31608
F 1.72674 -0.65972 0.12058
As 3.59996 -1.58417 0.02334
F 2.74268 -2.80195 0.85530
F 3.94350 -0.84506 1.52504
F 5.06578 -2.40776 -0.11914
F 4.09631 -0.12822 -0.72320
F 2.94186 -2.09777 -1.46327
```

Entry from the OMol25 dataset: a cluster of 3 separate species, C28H52ClN2O11P2S in total (the ωB97M-V functional and the def2-TZVPD basis).

Highest occupied orbital energy   -0.404 Eh
Largest force on an atom   11.609 eV/A
Energy   -3575.39698 a.u.
Net charge   +1
Frontier orbital gap   6.2171 eV

```
97
C28H52ClN2O11P2S | the OMol25 dataset | the ωB97M-V functional and the def2-TZVPD basis
C 3.32024 5.54840 1.87479
O 2.25262 5.72874 0.87291
C 2.30890 4.68634 -0.17780
C 1.08783 4.88594 -1.30294
C -0.31344 4.64213 -0.48345
C -1.67919 4.92696 -1.34442
C -2.94792 4.44491 -0.42473
C -3.18116 2.79613 -0.31094
N -2.21585 1.87600 -1.08517
C -1.77411 0.88049 -0.24427
O -1.47618 -0.12528 0.59947
C -4.43514 2.27347 0.60662
N -5.37674 3.22643 1.35383
S -6.66308 2.41581 2.28031
C -5.24013 4.76233 1.29470
C -6.28895 5.78383 2.06526
C -5.54566 6.82965 3.10932
C -6.54330 7.31954 4.35372
Cl -3.98956 6.17298 3.87275
C -4.00349 5.41176 0.37471
C -3.78659 7.05840 0.20870
C -5.12358 7.78316 -0.46982
O -5.68947 7.08646 -1.49169
H 3.33256 6.40796 2.69328
H 4.39683 5.58503 1.37330
H 3.26018 4.52404 2.45932
H 3.33154 4.64087 -0.74870
H 2.15963 3.64936 0.39376
H 1.22059 4.02983 -2.12401
H 1.13051 5.94079 -1.81856
H -0.29773 3.50087 -0.13712
H -0.31899 5.27435 0.52200
H -1.64582 4.18350 -2.27775
H -1.76982 6.00209 -1.79733
H -4.60366 1.09663 0.65545
H -5.98871 1.35782 2.96483
H -6.86270 6.42176 1.23538
H -7.12330 5.24073 2.68087
H -5.32808 7.81849 2.49013
H -6.50914 8.50977 4.43414
H -7.64434 6.96015 4.18136
H -6.11856 6.90991 5.38998
H -2.88806 7.33797 -0.48685
H -3.54145 7.55032 1.26818
H -5.58182 8.79435 -0.06948
O 3.46617 0.31076 1.75573
P 3.59268 -0.27225 0.32687
O 2.76142 -1.65716 0.68723
C 1.34417 -1.57414 0.66030
C 0.81362 -1.37648 -0.74929
O 5.15583 -0.79164 0.60252
C 5.96349 -0.21382 1.62466
C 5.80829 -0.98567 2.92889
O 3.73402 -0.92363 -1.26957
C 4.71578 -1.89074 -1.64111
C 4.65001 -3.21325 -0.89015
H 1.00791 -0.76577 1.31695
H 0.95622 -2.51405 1.06418
H 1.11882 -0.40168 -1.14808
H -0.27809 -1.42486 -0.76791
H 1.21521 -2.13903 -1.42580
H 5.73962 0.85080 1.75021
H 7.00252 -0.27586 1.29474
H 4.75904 -1.15884 3.19653
H 6.28619 -0.44799 3.75518
H 6.26735 -1.97498 2.84252
H 5.71414 -1.44464 -1.58031
H 4.54779 -2.10068 -2.70242
H 4.83523 -3.10026 0.18126
H 5.40594 -3.90601 -1.27615
H 3.66379 -3.67247 -0.99610
O 1.53622 -5.66143 -2.99300
P 0.26732 -6.42308 -2.53766
O 0.79817 -6.62412 -0.98312
C 0.60762 -5.52958 -0.09886
C -0.86132 -5.30078 0.21320
O 0.79973 -7.85436 -3.21381
C 1.77052 -7.86968 -4.25701
C 3.17526 -7.98231 -3.67832
O -1.15040 -7.27405 -2.02892
C -1.22428 -8.69647 -1.93717
C -0.24418 -9.34249 -0.96795
H 1.05777 -4.62718 -0.52401
H 1.14179 -5.76339 0.82691
H -1.40588 -4.98240 -0.68373
H -0.98443 -4.52933 0.97756
H -1.33280 -6.22610 0.56232
H 1.66494 -6.99501 -4.90747
H 1.56927 -8.74479 -4.87825
H 3.35989 -7.26346 -2.87103
H 3.92817 -7.82012 -4.45746
H 3.32921 -8.97426 -3.24330
H -1.14623 -9.13496 -2.93770
H -2.23708 -8.92550 -1.59009
H 0.79891 -9.18636 -1.25530
H -0.40854 -10.42497 -0.92834
H -0.36249 -8.93069 0.03761
```